1.
Below is C16H21Br3O15 as an isolated structure, with properties calculated with ωB97M-V/def2-TZVPD.

The geometry in XYZ format:
```
55
Properties=species:S:1:pos:R:3:mulliken_charge:R:1
C 13.21795 9.52049 10.48992 -0.145
Br 13.46947 7.89327 9.44337 0.008
Br 14.81310 10.48882 10.97964 -0.049
Br 12.11642 9.20726 12.13338 0.041
H 12.56852 10.14214 9.98345 0.086
C 9.03935 9.81256 10.39308 0.081
C 7.55589 9.54809 10.84782 -0.312
O 7.14914 8.59133 9.98358 -0.378
C 8.19767 7.90758 9.42868 0.631
O 8.11652 6.92733 8.74215 -0.563
O 9.33276 8.51971 9.78431 -0.028
H 9.78100 9.97532 11.26922 -0.073
H 9.09657 10.58519 9.62271 0.168
H 6.97677 10.43460 10.68664 0.328
H 7.54207 9.18852 11.87788 0.215
C 13.64517 10.49935 7.00015 -0.291
C 13.25539 11.61792 5.88649 -0.392
O 11.86052 11.82643 6.18616 -0.367
C 11.34082 10.82299 6.94701 0.528
O 10.20835 10.71906 7.28085 -0.473
O 12.39659 9.90929 7.29128 -0.076
H 14.04192 11.13192 7.74539 0.240
H 14.37281 9.68190 6.62982 0.284
H 13.38402 11.33791 4.82859 0.263
H 13.86180 12.51723 6.10265 0.297
C 11.88314 5.83899 14.24428 -0.189
C 12.91379 6.72169 15.01162 -0.231
O 12.08640 7.25855 16.00558 -0.322
C 10.92685 6.57537 16.11345 0.698
O 10.19581 6.78196 17.05535 -0.578
O 10.73913 5.73056 15.10656 -0.320
H 12.30760 4.87155 14.03912 0.328
H 11.53841 6.24519 13.31913 0.162
H 13.35649 7.48211 14.41968 0.196
H 13.77567 6.19596 15.48368 0.266
C 9.33497 9.39560 17.55257 -0.185
C 8.05057 8.77799 17.08235 -0.380
O 8.25007 8.32238 15.77710 -0.305
C 9.46718 8.79883 15.41956 0.610
O 10.01191 8.53340 14.36652 -0.538
O 9.99326 9.62858 16.38335 -0.310
H 10.00160 8.78571 18.23976 0.177
H 9.16858 10.33066 18.09294 0.333
H 7.21952 9.50240 17.05393 0.282
H 7.65877 7.90708 17.58393 0.272
C 11.08656 6.57435 6.94319 0.362
C 10.77355 6.21264 5.48160 -0.240
O 12.09637 6.01469 4.88650 -0.373
C 13.05399 5.92742 5.83242 0.648
O 14.20481 5.67102 5.62058 -0.560
O 12.47460 6.15104 7.03544 -0.293
H 10.53320 5.93207 7.64451 0.196
H 11.07665 7.58848 7.33091 -0.240
H 10.33204 7.04602 4.92202 0.269
H 10.21348 5.21778 5.34236 0.240
```

M   693.041 g mol⁻¹
HOMO level   -10.38 eV
Calculated total energy   -9472.918928 a.u.
F_max   3.8 eV/A
Relative energy (zero: lowest compared OMol25 entry of this formula, charge and spin)   2.65 kcal/mol

***

2.
Below is a 4-piece molecular cluster, C3H12O4 overall, with properties calculated with ωB97M-V/def2-TZVPD.

The geometry in XYZ format:
```
19
Properties=species:S:1:pos:R:3:mulliken_charge:R:1
C 1.65311 -0.17708 1.10910 -0.281
O 1.11422 0.06771 -0.16738 -0.421
C 0.62717 -0.52675 2.18072 -0.268
C -0.60679 -0.94705 1.95885 -0.573
H 2.23439 0.71059 1.39508 0.296
H 2.28866 -1.07207 0.95863 0.246
H 0.54262 0.85146 -0.16132 0.273
H 0.87852 -0.09716 3.16576 0.259
H -1.40832 -0.81143 2.68322 0.220
H -0.96016 -1.36926 1.03883 0.304
H 0.85360 -2.41039 -2.57673 0.302
H 1.35905 -0.95404 -2.00318 0.338
O 0.83559 -1.43991 -2.64723 -0.649
H -1.80728 -0.18371 -0.76173 0.325
H -2.28577 0.24360 -2.14615 0.340
O -2.36886 0.46046 -1.21865 -0.706
H -1.25978 1.68206 -0.66841 0.386
H -0.98691 3.11963 -0.25451 0.298
O -0.77320 2.21954 -0.00006 -0.690
```

M   112.125 g mol⁻¹
HOMO level   -9.75 eV
SMILES   C=CCO.O.O.O
Calculated total energy   -422.418857 a.u.
F_max   1.7 eV/A
Relative energy (zero: lowest compared OMol25 entry of this formula, charge and spin)   26.74 kcal/mol

***

3.
Below is an isolated ion of composition C4H7N2O3 and charge -1, with properties calculated with ωB97M-V/def2-TZVPD.

The geometry in XYZ format:
```
16
Properties=species:S:1:pos:R:3:mulliken_charge:R:1
C 2.03975 -0.37879 -0.51329 -0.894
C 1.72093 0.83686 0.31712 0.698
O 2.41006 1.26685 1.19786 -0.566
O 0.54008 1.41339 -0.05870 -0.286
C -0.63764 0.98821 0.61621 0.485
O -0.59220 0.66129 1.77586 -0.596
C -1.74592 0.69716 -0.37197 -0.661
N -1.36794 -0.54142 -0.95933 -0.561
N -1.63393 -1.61400 0.00224 -0.612
H 1.55662 -0.32125 -1.48594 0.388
H 3.12181 -0.49298 -0.59091 0.339
H 1.61208 -1.24423 0.00124 0.105
H -2.69334 0.67735 0.21188 0.357
H -1.80839 1.47926 -1.13499 0.327
H -1.72883 -1.23884 0.94803 0.240
H -0.79312 -2.18886 0.04470 0.237
```

M   131.111 g mol⁻¹
Net charge   -1
HOMO level   -1.60 eV
SMILES   CC(=O)OC(=O)C[N-]N
Calculated total energy   -491.815975 a.u.
F_max   0.5 eV/A
Relative energy (zero: lowest compared OMol25 entry of this formula, charge and spin)   0.00 kcal/mol

***

4.
Below is a 2-piece molecular cluster, CH3N3O3 overall, with properties calculated with ωB97M-V/def2-TZVPD.

The geometry in XYZ format:
```
10
Properties=species:S:1:pos:R:3:mulliken_charge:R:1
C -2.27204 -1.11661 -0.01698 0.269
N 0.30276 -0.22919 -0.26293 -0.486
N 2.10258 0.94284 -0.35649 -0.520
N 1.06143 0.53682 0.45263 1.260
O 0.98821 0.83486 1.59875 -0.589
O -3.44028 -1.02729 0.25242 -0.478
O -1.36568 -0.46368 0.63020 -0.321
H -1.91359 -1.81485 -0.82333 0.285
H 1.79065 0.64762 -1.33897 0.316
H 2.74596 1.68949 -0.13530 0.264
```

M   105.053 g mol⁻¹
HOMO level (spin up / spin down)   -10.37 / -10.35 eV
Calculated total energy   -429.650074 a.u.
F_max   4.7 eV/A
Relative energy (zero: lowest compared OMol25 entry of this formula, charge and spin)   103.98 kcal/mol

***

5.
Below is a 2-piece molecular cluster, CH6P2S overall, with properties calculated with ωB97M-V/def2-TZVPD.

The geometry in XYZ format:
```
10
Properties=species:S:1:pos:R:3:mulliken_charge:R:1
C -1.25114 -0.97212 0.86860 -0.659
P 0.96680 1.40554 -0.80694 -0.168
P 1.29386 0.05828 0.75580 0.039
S -2.22911 -0.11838 -0.31964 -0.072
H -0.89376 -2.05626 0.47004 0.293
H -1.65003 -0.97809 1.90373 0.297
H 0.87058 2.46709 0.08559 0.045
H 2.27815 1.87736 -1.12013 0.101
H 1.44381 -0.83509 -0.26795 0.027
H -1.43450 -0.39520 -1.26964 0.098
```

M   112.074 g mol⁻¹
HOMO level (spin up / spin down)   -7.85 / -7.90 eV
Calculated total energy   -1122.451459 a.u.
F_max   3.1 eV/A
Relative energy (zero: lowest compared OMol25 entry of this formula, charge and spin)   67.75 kcal/mol

***

6.
Below is C52H56Ge2InN2OS4 as an isolated structure, with properties calculated with ωB97M-V/def2-TZVPD.

The geometry in XYZ format:
```
118
Properties=species:S:1:pos:R:3:mulliken_charge:R:1
In -1.98873 0.69657 -1.85768 1.026
C 3.56615 2.01068 4.61368 -1.570
C 3.59665 1.70085 3.13804 0.564
C 3.85837 0.41588 2.67902 -0.672
C 3.88222 0.11322 1.32462 0.316
C 4.22856 -1.28660 0.87361 -1.455
C 3.62214 1.13448 0.39435 1.139
C 3.36340 2.43967 0.83300 0.661
C 3.10499 3.58352 -0.12306 -1.694
C 3.36204 2.69666 2.20019 -0.814
C 3.87699 0.84323 -1.05071 -1.096
C 5.16680 1.13296 -1.49188 -0.186
C 5.56551 0.83124 -2.78066 -1.197
C 4.68131 0.20143 -3.63630 -0.313
C 3.37930 -0.10199 -3.24181 0.490
C 2.96096 0.26062 -1.94477 0.612
Ge 1.11058 -0.06441 -1.38036 0.268
S -0.21984 -0.23767 -3.17703 -0.035
S -0.05438 1.53005 -0.16779 -0.332
Ge -0.91253 -0.30568 0.97664 0.539
S -2.86476 -0.65409 -0.06112 -0.481
S 0.70357 -1.63439 0.17192 -0.182
C -1.23947 -0.05307 2.88846 0.341
C -1.03893 -1.15981 3.73879 -0.115
C -1.24349 -1.00488 5.10692 0.104
C -1.67438 0.20546 5.62106 -1.071
C -1.94707 1.26307 4.76785 -0.025
C -1.75053 1.15350 3.39397 -0.753
C -2.19755 2.30187 2.54013 0.475
C -3.50980 2.32053 2.04996 0.943
C -4.49899 1.23330 2.39604 -1.413
C -3.94051 3.42806 1.32111 -1.022
C -3.12081 4.52719 1.10249 0.449
C -3.63942 5.75631 0.39549 -1.749
C -1.82723 4.49484 1.61382 -0.889
C -1.35621 3.40448 2.33532 1.009
C 0.04141 3.40653 2.88925 -1.121
C -0.69250 -2.51386 3.20314 -0.165
C 0.63747 -2.95113 3.18113 0.719
C 1.74199 -2.06228 3.68901 -1.070
C 0.92487 -4.20625 2.65574 -0.973
C -0.07273 -5.03616 2.16159 0.595
C 0.25944 -6.37500 1.55200 -1.580
C -1.39348 -4.60606 2.24679 -1.176
C -1.72756 -3.36829 2.78386 1.075
C -3.18066 -2.99306 2.97308 -1.275
C 2.58652 -0.89266 -4.23250 -0.218
C 2.41995 -2.26747 -4.04391 1.078
C 2.93301 -2.95909 -2.80016 -1.299
C 1.77517 -3.00877 -5.03042 -1.296
C 1.29942 -2.41956 -6.19277 0.676
C 0.60081 -3.23428 -7.25368 -1.552
C 1.48044 -1.04832 -6.35792 -0.886
C 2.12004 -0.27595 -5.40030 1.353
C 2.26092 1.21409 -5.59815 -1.724
H 3.83908 1.13806 5.20768 0.394
H 2.56628 2.32792 4.92104 0.267
H 4.25580 2.82051 4.86014 0.381
H 4.07632 -0.37034 3.39734 0.406
H 4.43913 -1.92746 1.73085 0.428
H 5.10421 -1.28897 0.21925 0.455
H 3.40759 -1.73771 0.31146 0.050
H 3.33467 3.32134 -1.15456 0.318
H 3.70421 4.45540 0.14750 0.507
H 2.05342 3.88286 -0.07875 0.104
H 3.19326 3.71498 2.54107 0.358
H 5.86103 1.59108 -0.79482 0.573
H 6.57440 1.05639 -3.10772 0.422
H 4.99876 -0.09075 -4.63151 0.606
H -1.07918 -1.85404 5.76210 0.544
H -1.83603 0.31521 6.68745 0.476
H -2.34314 2.19374 5.16214 0.550
H -4.02424 0.26249 2.51902 0.146
H -5.26458 1.14300 1.62519 0.284
H -4.99769 1.47767 3.33898 0.347
H -4.96266 3.44590 0.94970 0.415
H -4.48450 5.52028 -0.25338 0.377
H -2.86235 6.23562 -0.20218 0.402
H -3.98594 6.49224 1.12437 0.379
H -1.17247 5.35038 1.46301 0.406
H 0.53681 4.35681 2.68741 0.473
H 0.63656 2.60759 2.43995 -0.077
H 0.04103 3.23940 3.96865 0.429
H 1.88259 -1.20569 3.02409 -0.091
H 2.68592 -2.60779 3.73890 0.592
H 1.51639 -1.66848 4.68261 0.339
H 1.95984 -4.53852 2.62189 0.353
H 1.27843 -6.67884 1.79236 0.386
H 0.17023 -6.33245 0.46317 0.290
H -0.42321 -7.14853 1.90663 0.395
H -2.18925 -5.26871 1.91551 0.422
H -3.82489 -3.84824 2.76750 0.523
H -3.48322 -2.18356 2.30988 0.073
H -3.37071 -2.65754 3.99413 0.293
H 4.00514 -2.79163 -2.66519 0.311
H 2.75656 -4.03304 -2.85788 0.495
H 2.43838 -2.59918 -1.89488 0.134
H 1.64529 -4.07839 -4.88499 0.310
H 0.62589 -4.29862 -7.01715 0.359
H 1.07117 -3.09015 -8.22845 0.369
H -0.44585 -2.93363 -7.34991 0.302
H 1.10391 -0.56712 -7.25787 0.443
H 1.60155 1.55844 -6.39528 0.434
H 3.28396 1.49066 -5.86705 0.344
H 2.01076 1.75630 -4.68309 0.218
O -1.30788 3.81615 -2.85442 -0.201
C -2.02364 3.23528 -2.21635 0.289
C -6.35326 -1.29559 -3.42592 -0.891
N -6.10333 0.11882 -3.07396 -0.005
C -7.10449 0.85021 -2.27033 -0.871
C -4.88230 0.57234 -3.11556 0.456
N -3.79928 0.99843 -3.17690 -0.498
H -7.38787 -1.38565 -3.74058 0.304
H -6.17360 -1.95088 -2.57434 0.328
H -5.70841 -1.58710 -4.25030 0.355
H -8.08977 0.59087 -2.64504 0.321
H -6.95671 1.92020 -2.38599 0.338
H -7.03753 0.58261 -1.21574 0.327
```

M   1113.339 g mol⁻¹
Net charge   +1
HOMO level   -10.35 eV
Calculated total energy   -8136.642146 a.u.
F_max   0.7 eV/A
Relative energy (zero: lowest compared OMol25 entry of this formula, charge and spin)   12.24 kcal/mol